C46H95BeF3N5O10SV | wB97M-V/def2-TZVPD

Element x y z (Å)
C -2.692 -5.452 -4.262
H -5.562 2.495 -3.210
H -1.042 0.667 -3.598
H 0.286 1.229 6.208
H 5.786 1.932 7.165
H 6.890 2.182 -6.744
H -2.722 4.351 3.146
N 4.451 1.027 -6.192
H -1.300 0.106 4.475
H -5.870 2.889 6.087
H -3.686 -5.716 -3.901
C -4.975 1.601 -3.003
H 3.143 4.359 3.337
H 5.229 2.511 2.522
S 0.807 -0.784 1.454
H 4.735 3.269 7.003
F 2.255 0.939 -0.083
C 1.851 -0.365 -0.199
H 6.092 3.349 -5.850
H -4.548 3.958 5.619
C -1.846 2.889 5.106
H 0.578 -4.054 -0.557
C 1.646 -5.614 -2.309
C 3.212 0.321 -5.769
H 2.260 -3.152 -2.544
F 1.073 -0.549 -1.269
O 1.484 -4.886 2.385
H -5.644 1.333 1.894
H -4.605 0.875 5.468
C 6.512 2.349 -5.736
H -3.815 1.799 6.692
H -4.320 5.052 2.743
F 2.982 -1.103 -0.291
C 3.977 2.596 4.325
H -0.800 -7.213 -2.001
H -3.904 2.684 -1.521
H -1.043 2.940 4.371
H -2.534 -6.126 -5.104
C -2.307 -5.027 -1.878
H -6.606 0.336 -2.415
H -6.400 -1.491 -0.570
H -3.258 4.314 1.600
H 7.378 2.550 -5.105
O -2.198 1.800 2.379
H 3.796 0.298 7.026
C -3.658 4.197 2.607
H 4.770 0.963 2.993
H 5.977 -0.630 -4.167
H 1.188 -0.053 -6.273
H 0.177 -6.488 -4.557
C 0.615 -4.530 -2.654
H 1.483 2.965 7.849
O 0.855 -2.273 1.600
C -2.807 1.722 4.670
H 2.067 -0.081 -3.940
C -4.976 2.126 1.559
N -3.343 0.028 -1.027
H 4.408 -1.509 -5.222
C -3.651 2.113 -2.415
H 1.854 1.639 -6.654
H 1.696 1.075 3.602
H 0.801 -2.503 -3.415
C -1.709 -5.703 -3.144
H -3.149 -5.534 -1.408
H 4.263 1.646 -7.979
H 1.774 -3.419 -4.270
C 1.244 0.817 6.526
H -2.505 -7.598 -2.461
H 2.056 1.632 -4.258
H -4.122 -2.450 -2.499
C 3.760 4.091 4.195
H -4.916 -2.032 -0.102
H -5.504 -0.391 0.491
H 6.659 -0.527 -5.841
H -2.054 -0.720 -3.304
C 6.462 0.004 -4.910
O 0.113 -5.554 -4.771
C 4.375 1.977 2.939
H 3.558 2.026 2.219
H -5.626 -1.807 -3.053
O -2.527 -1.064 -0.657
C 4.860 2.236 6.677
C 3.574 -1.201 -5.853
H -2.712 -4.025 -2.023
H -4.778 1.085 -3.943
C -2.617 0.991 -1.900
H -5.661 2.824 1.079
H 5.621 1.697 -3.052
H 7.415 0.387 -4.544
H 1.245 -6.478 -1.779
O -0.581 -0.291 1.347
C 1.443 -3.365 -3.233
H 2.213 0.289 -7.703
V 0.403 -3.834 2.861
O 4.764 0.939 -7.565
C 4.899 1.806 -3.862
H -4.295 1.870 0.747
C -5.668 0.693 -1.989
H -6.155 3.646 3.650
Be -2.861 -0.662 2.066
H -2.733 -4.387 -4.492
C 1.924 3.203 6.881
H 4.765 4.511 4.173
H -1.952 0.143 5.963
C 2.676 0.738 -4.323
H -2.934 -0.466 4.559
C -1.508 1.661 -1.061
H 3.757 -1.379 -6.912
C -1.563 -7.151 -2.777
C -2.268 0.311 4.934
H -0.850 2.382 -1.547
H -1.545 2.827 6.152
H -5.914 1.299 -1.118
H 2.385 -5.171 -1.641
C 5.240 2.231 5.206
C 3.749 0.972 -3.287
H -2.611 0.591 -4.124
C -4.619 -1.514 -2.755
C -4.085 1.818 5.636
C -1.343 -4.776 -0.800
N -0.402 -5.081 -3.617
C 3.629 1.370 7.123
H 1.545 -0.123 6.062
H -4.154 -1.019 -3.608
H -0.896 0.834 -0.703
C -5.412 -1.091 -0.340
H 3.324 4.585 5.063
H 5.645 1.269 4.889
H -1.752 -4.074 -0.074
H -1.883 2.230 -0.210
H 1.180 3.620 6.202
H -1.036 -5.681 -0.275
O 0.571 -3.473 4.378
H -1.934 2.721 2.444
H -3.339 2.756 -3.237
H 2.771 -1.840 -5.485
N -3.218 1.815 3.268
H 3.321 1.491 -2.430
C 2.364 1.866 6.268
H 1.179 0.577 7.587
C -4.646 -0.461 -1.581
N 2.765 1.931 4.847
O 1.669 1.934 4.029
H 5.943 3.039 5.004
C -4.279 2.751 2.869
H -0.421 -2.988 -1.533
H 3.466 1.675 8.157
C -5.446 2.859 3.906
H -1.215 -7.763 -3.609
H -2.281 3.885 5.022
H 4.143 0.012 -2.952
H 4.516 2.814 -4.019
H 2.115 -5.955 -3.231
C -2.024 0.367 -3.233
H 2.762 3.876 7.063
C 1.998 0.559 -6.669
H -2.280 -1.453 -1.499
C -0.143 -4.030 -1.373
C 5.520 1.248 -5.189
O 1.465 -0.151 2.534
C -5.026 3.003 5.406
H -6.140 2.019 3.935

Output
- Net charge: +2
- Kohn-Sham gap: 1.3 eV
- Calculated total energy: -122215.1215 eV
- Spin multiplicity: 1

These are the Löwdin partial charges, in e, on atoms 1 to 6: atom 1 (C): -0.03, atom 2 (H): 0.12, atom 3 (H): 0.08, atom 4 (H): 0.05, atom 5 (H): 0.11, atom 6 (H): 0.08